No. 1
This record from OMol25 describes a molecular structure, C23H38F7LiN5O3P at a distorted geometry. The level of theory is ωB97M-V/def2-TZVPD.

Output
**Strongest force on any atom**: 0.0791 hartree/bohr
**Orbital gap**: 0.3800 hartree
**Lowest unoccupied orbital energy**: -0.1 eV
**Total energy**: -2446.89117 hartree

Structure (ORCA input):
```
! wB97M-V def2-TZVPD RIJCOSX def2/J DEFGRID3
* xyz 0 1
Li 11.24 3.40 -16.30
P 10.11 5.85 -16.55
F 11.29 5.18 -17.51
F 9.28 4.48 -16.89
F 10.89 5.17 -15.25
F 8.99 6.40 -15.54
F 11.10 7.11 -16.28
F 9.28 6.60 -17.75
C 9.07 2.69 -11.27
C 8.71 1.26 -11.79
C 8.33 1.13 -13.27
C 9.32 1.78 -14.19
N 10.04 2.31 -14.96
H 9.03 2.80 -10.19
H 8.38 3.44 -11.67
H 10.12 2.81 -11.54
H 7.82 0.93 -11.25
H 9.50 0.62 -11.38
H 7.33 1.47 -13.53
H 8.34 0.09 -13.60
C 12.35 -1.03 -17.58
C 11.07 -1.15 -18.39
C 10.96 0.00 -19.37
C 11.04 1.28 -18.65
N 11.11 2.24 -18.05
H 12.37 -1.77 -16.78
H 12.43 -0.09 -17.02
H 13.30 -1.17 -18.08
H 10.20 -1.19 -17.73
H 11.03 -2.06 -18.99
H 10.07 0.08 -19.99
H 11.77 0.00 -20.09
C 4.42 1.87 -16.64
C 5.09 2.72 -17.71
C 6.63 2.86 -17.61
C 7.31 1.56 -17.59
N 7.85 0.53 -17.62
H 3.35 1.84 -16.80
H 4.55 2.14 -15.59
H 4.82 0.85 -16.63
H 4.62 3.70 -17.65
H 4.86 2.35 -18.71
H 6.93 3.42 -16.72
H 7.01 3.49 -18.41
C 8.01 11.30 -13.45
C 9.23 10.54 -13.81
C 9.63 10.53 -15.35
C 10.18 11.83 -15.68
N 10.61 12.83 -16.03
H 7.25 11.37 -14.22
H 8.24 12.34 -13.18
H 7.55 10.85 -12.57
H 9.07 9.48 -13.61
H 10.06 10.74 -13.14
H 8.75 10.49 -15.99
H 10.39 9.80 -15.60
C 15.18 4.54 -20.15
C 13.77 4.03 -19.95
C 12.89 4.47 -21.14
C 12.81 5.94 -21.22
N 12.65 7.08 -21.26
H 15.86 4.03 -19.47
H 15.31 5.58 -19.87
H 15.49 4.73 -21.18
H 13.44 4.40 -18.99
H 13.68 2.97 -19.73
H 11.88 4.13 -20.90
H 13.26 4.15 -22.11
C 10.09 9.15 -20.08
C 10.25 9.68 -18.70
O 9.00 10.22 -18.35
C 8.19 10.20 -19.44
O 7.10 10.77 -19.57
O 8.84 9.56 -20.48
F 11.23 10.55 -18.63
H 10.10 8.06 -20.07
H 10.87 9.47 -20.77
H 10.53 8.84 -18.07
*
```

These are the Löwdin partial charges, in e, on atoms 1 to 2:
1. Li 0.63
2. P 0.23

=====

No. 2
This record from OMol25 describes a molecular structure, C23H38N2O12PReS3. The level of theory is ωB97M-V/def2-TZVPD.

Output
**Strongest force on any atom**: 0.0123 hartree/bohr
**Orbital gap (alpha / beta)**: 0.2942 / 0.3140 hartree
**Lowest unoccupied orbital energy (alpha / beta)**: 2.4 / 2.1 eV
**Total energy**: -3526.17450 hartree
**Energy relative to the best compared isomer or geometry (same formula, charge and spin)**: 0.0 kcal/mol

Structure (ORCA input):
```
! wB97M-V def2-TZVPD RIJCOSX def2/J DEFGRID3
* xyz -1 4
Re -2.27 0.25 0.92
C 4.83 -0.67 2.88
C 3.43 -1.13 2.55
C 2.35 -0.72 3.32
C 1.06 -1.15 3.03
C 0.85 -1.99 1.95
C 1.92 -2.39 1.16
C 3.20 -1.97 1.47
S -0.77 -2.62 1.62
O -0.83 -2.86 0.20
O -0.98 -3.72 2.52
N -1.76 -1.42 2.01
C -2.49 -1.47 3.28
C -3.82 -0.76 3.11
O -4.78 -0.98 3.80
O -3.81 0.15 2.15
H 4.82 0.13 3.61
H 5.34 -0.31 1.98
H 5.42 -1.49 3.29
H 2.51 -0.04 4.15
H 0.23 -0.80 3.63
H 1.72 -3.02 0.30
H 4.03 -2.27 0.84
H -1.95 -0.94 4.08
H -2.66 -2.50 3.61
C -1.94 3.72 -1.06
S -3.27 2.57 -1.20
O -2.97 1.61 -2.23
O -4.48 3.34 -1.34
O -3.26 1.89 0.17
H -1.71 4.09 -2.06
H -1.07 3.24 -0.64
H -2.30 4.53 -0.42
C -4.23 -1.91 -2.38
C -4.97 -2.51 -1.19
C -4.71 -1.49 -0.10
O -3.39 -0.98 -0.40
C -2.96 -1.37 -1.74
H -4.80 -1.11 -2.84
H -3.99 -2.66 -3.14
H -4.54 -3.47 -0.91
H -6.04 -2.64 -1.36
H -4.70 -1.91 0.91
H -5.40 -0.64 -0.13
H -2.20 -2.13 -1.60
H -2.57 -0.48 -2.21
S 0.23 2.59 4.18
C -0.64 1.90 3.02
N -1.27 1.38 2.17
C 3.42 1.77 0.52
C 2.26 2.60 -0.01
C 2.54 3.10 -1.42
C 1.96 3.77 0.91
O 1.07 1.76 0.07
P 0.43 0.89 -1.09
O 0.06 1.64 -2.30
O -0.72 0.18 -0.35
O 1.56 -0.21 -1.36
C 1.76 -0.89 -2.64
C 2.77 -1.98 -2.33
C 0.46 -1.49 -3.12
C 2.35 0.08 -3.65
H 4.34 2.36 0.50
H 3.56 0.88 -0.09
H 3.21 1.46 1.54
H 3.38 3.81 -1.37
H 1.68 3.61 -1.85
H 2.82 2.29 -2.09
H 2.84 4.42 0.98
H 1.70 3.41 1.90
H 1.13 4.36 0.53
H 2.33 -2.74 -1.68
H 3.64 -1.56 -1.83
H 3.09 -2.47 -3.25
H 0.04 -2.12 -2.34
H 0.64 -2.09 -4.02
H -0.26 -0.71 -3.38
H 3.34 0.42 -3.32
H 1.70 0.94 -3.79
H 2.47 -0.43 -4.61
*
```

These are the Löwdin partial charges, in e, on atoms 1 to 2:
1. Re 1.71
2. C -0.06

=====

No. 3
This record from OMol25 describes a molecular structure, C23H38N3O5RhSeSi at a distorted geometry. The level of theory is ωB97M-V/def2-TZVPD.

Output
**Strongest force on any atom**: 0.0291 hartree/bohr
**Orbital gap (alpha / beta)**: 0.1550 / 0.1550 hartree
**Lowest unoccupied orbital energy (alpha / beta)**: -2.5 / -2.5 eV
**Total energy**: -4241.02341 hartree
**Energy relative to the best compared isomer or geometry (same formula, charge and spin)**: 78.5 kcal/mol

Structure (ORCA input):
```
! wB97M-V def2-TZVPD RIJCOSX def2/J DEFGRID3
* xyz 0 1
Rh 0.50 0.41 -0.37
C 4.30 0.24 -1.83
C 3.40 0.05 -0.65
O 2.62 0.93 -0.29
N 3.52 -1.11 0.04
C 2.56 -1.46 1.07
C 1.47 -2.31 0.49
C 1.53 -3.69 0.62
C 0.61 -4.50 -0.05
C -0.36 -3.88 -0.79
C -0.49 -2.47 -0.81
N 0.52 -1.69 -0.22
H 3.92 1.06 -2.43
H 4.36 -0.66 -2.44
H 5.31 0.50 -1.50
H 4.04 -1.86 -0.40
H 2.12 -0.53 1.44
H 3.07 -1.96 1.89
H 2.33 -4.14 1.20
H 0.68 -5.58 0.01
H -1.08 -4.46 -1.35
H -0.72 -2.06 -1.80
C -2.06 -0.29 0.37
Si -2.39 -2.04 -0.02
C -2.77 -2.99 1.58
C -1.69 -2.64 2.61
C -2.84 -4.52 1.45
C -4.12 -2.49 2.12
C -3.59 -2.18 -1.49
C -4.98 -1.73 -1.01
C -3.21 -1.27 -2.67
C -3.68 -3.62 -2.04
H -3.00 0.28 0.65
H -2.11 1.10 -1.20
H -1.36 -0.13 1.19
H -0.69 -2.95 2.28
H -1.90 -3.16 3.55
H -1.66 -1.57 2.82
H -1.89 -4.94 1.11
H -3.62 -4.84 0.76
H -3.07 -4.96 2.43
H -4.19 -1.40 2.14
H -4.25 -2.86 3.14
H -4.96 -2.87 1.53
H -4.95 -0.75 -0.52
H -5.44 -2.44 -0.33
H -5.64 -1.64 -1.88
H -3.35 -0.22 -2.43
H -3.87 -1.51 -3.51
H -2.18 -1.41 -3.02
H -3.93 -4.35 -1.26
H -2.75 -3.93 -2.52
H -4.47 -3.67 -2.80
O -2.03 3.01 0.76
Se -3.48 2.86 -0.09
O -2.93 2.06 -1.50
O -1.48 0.20 -0.87
O -4.34 1.68 0.72
N 0.28 2.46 -0.23
C 0.64 3.04 -1.49
C 1.51 4.12 -1.55
C 1.86 4.67 -2.77
C 1.35 4.16 -3.95
C 0.47 3.08 -3.89
C 0.12 2.52 -2.67
H 0.82 2.89 0.52
H -0.79 2.61 0.03
H 1.92 4.52 -0.63
H 2.53 5.52 -2.80
H 1.62 4.59 -4.90
H 0.05 2.68 -4.80
H -0.59 1.71 -2.64
*
```

These are the Löwdin partial charges, in e, on atoms 1 to 2:
1. Rh 0.93
2. C 0.03

=====

No. 4
This record from OMol25 describes a molecular structure, C23H39BrFeN2O7Se2Si. The level of theory is ωB97M-V/def2-TZVPD.

Output
**Strongest force on any atom**: 0.0185 hartree/bohr
**Orbital gap (alpha / beta)**: 0.3380 / 0.2607 hartree
**Lowest unoccupied orbital energy (alpha / beta)**: -2.8 / -4.9 eV
**Total energy**: -10465.74786 hartree
**Energy relative to the best compared isomer or geometry (same formula, charge and spin)**: 0.0 kcal/mol

Structure (ORCA input):
```
! wB97M-V def2-TZVPD RIJCOSX def2/J DEFGRID3
* xyz 1 6
Fe -0.65 1.95 -0.20
O -4.03 -0.15 -0.08
C -3.21 0.63 0.34
O -2.24 1.11 -0.46
C -3.20 1.18 1.73
C -4.31 0.93 2.53
C -4.37 1.46 3.80
C -3.38 2.27 4.31
C -2.29 2.53 3.51
C -2.13 1.97 2.24
O -0.99 2.14 1.61
N -1.26 3.46 4.02
O -0.74 4.21 3.21
O -1.02 3.42 5.20
N -5.55 1.17 4.64
O -6.42 0.49 4.15
O -5.55 1.63 5.76
H -5.11 0.32 2.14
H -3.45 2.70 5.31
C 2.92 3.52 -0.49
Se 1.46 3.45 0.80
C 0.61 5.15 0.36
C 0.25 5.27 -1.12
Se -1.12 3.98 -1.67
C -0.41 3.52 -3.42
H 3.35 4.52 -0.50
H 2.59 3.23 -1.48
H 3.67 2.82 -0.14
H 1.29 5.95 0.64
H -0.26 5.20 1.01
H 1.12 5.08 -1.75
H -0.14 6.25 -1.36
H -0.33 4.45 -3.98
H -1.12 2.86 -3.90
H 0.56 3.04 -3.32
C 3.12 -3.81 -1.56
C 2.70 -2.34 -1.80
C 3.87 -1.44 -1.37
C 2.51 -2.13 -3.31
Si 1.08 -2.07 -0.83
Br 0.97 0.37 -0.96
C 1.15 -2.33 1.06
C 2.52 -1.98 1.64
C 0.11 -1.51 1.84
C 0.88 -3.83 1.31
C -0.54 -2.57 -1.71
C -0.86 -1.73 -2.95
C -0.39 -4.05 -2.14
C -1.76 -2.46 -0.79
H 4.02 -4.01 -2.15
H 2.36 -4.53 -1.86
H 3.38 -3.99 -0.52
H 4.72 -1.67 -2.02
H 4.20 -1.61 -0.34
H 3.66 -0.38 -1.49
H 3.47 -2.29 -3.80
H 2.19 -1.11 -3.54
H 1.80 -2.82 -3.75
H 2.81 -0.95 1.45
H 3.31 -2.63 1.27
H 2.48 -2.11 2.73
H 0.25 -0.44 1.73
H 0.23 -1.74 2.90
H -0.92 -1.76 1.58
H 1.61 -4.47 0.82
H -0.11 -4.14 1.00
H 0.96 -4.02 2.38
H -0.05 -1.66 -3.67
H -1.16 -0.72 -2.67
H -1.71 -2.19 -3.46
H 0.36 -4.18 -2.91
H -1.34 -4.38 -2.54
H -0.14 -4.71 -1.30
H -1.93 -1.44 -0.45
H -1.71 -3.12 0.08
H -2.65 -2.75 -1.36
*
```

These are the Löwdin partial charges, in e, on atoms 1 to 2:
1. Fe 0.45
2. O 0.14